No. 1
{
  "formula": "C5H13NO",
  "method": "ωB97M-V with the def2-TZVPD basis set",
  "de_lowest_kcal_mol": 18.65,
  "smiles": "CCC[C@H](N)CO",
  "max_force_ev_per_a": 0.7,
  "total_charge": 0,
  "homo_energy_ev": -9.473,
  "energy_ha": -328.28912,
  "homo_lumo_gap_ha": 0.3849,
  "mol_weight_g_mol": 103.16,
  "multiplicity": 1,
  "symbols": ["C", "H", "C", "C", "C", "H", "N", "H", "H", "H", "H", "H", "H", "O", "H", "C", "H", "H", "H", "H"],
  "xyz": [[-1.39, -0.74, 0.91], [-1.19, -2.12, 2.56], [-0.71, -0.37, -0.42], [1.26, 0.59, -1.59], [-0.68, -1.88, 1.63], [-0.42, -1.31, -0.88], [0.08, 1.85, 0.25], [1.70, -0.40, -1.78], [-2.43, -0.96, 0.70], [-1.42, 0.13, -1.09], [1.18, 0.10, 0.49], [-0.87, 2.04, -0.07], [0.65, 2.60, -0.12], [2.30, 1.56, -1.65], [0.35, -1.60, 1.83], [0.51, 0.53, -0.26], [-0.63, -2.81, 1.06], [2.54, 1.84, -0.76], [-1.37, 0.12, 1.59], [0.56, 0.81, -2.39]],
  "lowdin_charge": [-0.2574, 0.0696, -0.1905, -0.2314, -0.1150, 0.1160, 0.0477, 0.1234, 0.0991, 0.1149, 0.1302, 0.0725, 0.0621, -0.0715, 0.0681, -0.4061, 0.0718, 0.0794, 0.1000, 0.1173]
}


No. 2
{
  "formula": "C5H13NO",
  "method": "ωB97M-V with the def2-TZVPD basis set",
  "de_lowest_kcal_mol": 42.52,
  "smiles": "C/C=C/CNC.O",
  "max_force_ev_per_a": 2.6,
  "total_charge": 0,
  "homo_energy_ev": -9.128,
  "energy_ha": -328.25108,
  "homo_lumo_gap_ha": 0.3702,
  "mol_weight_g_mol": 103.16,
  "multiplicity": 1,
  "symbols": ["H", "H", "H", "H", "C", "N", "H", "C", "H", "O", "H", "H", "H", "H", "H", "C", "C", "H", "C", "H"],
  "xyz": [[0.74, 0.28, -0.78], [-0.14, -1.98, 1.57], [-0.88, 0.98, -3.81], [1.75, -0.79, 1.02], [-0.16, -0.24, 2.57], [-0.02, -1.00, 1.34], [3.17, -1.17, 0.49], [-1.08, 0.83, -1.69], [0.59, -0.35, 3.34], [2.61, -0.42, 0.69], [-1.86, -0.15, 0.74], [0.59, 1.72, -2.95], [-1.10, -0.65, 3.00], [-1.29, -1.66, -0.09], [-0.94, 2.56, -2.98], [-0.51, 1.55, -2.95], [-0.99, -0.66, 0.29], [-2.15, 0.93, -1.57], [-0.34, 0.14, -0.82], [-0.38, 0.81, 2.36]],
  "lowdin_charge": [0.0962, 0.1073, 0.0619, -0.0138, -0.1131, -0.1842, 0.0197, -0.1640, 0.0749, -0.1042, 0.1167, 0.0803, 0.0832, 0.1244, 0.0612, -0.1029, -0.2209, 0.0962, -0.1056, 0.0865]
}


No. 3
{
  "formula": "C5H13NO",
  "method": "ωB97M-V with the def2-TZVPD basis set",
  "de_lowest_kcal_mol": 33.27,
  "smiles": "CC(C)CNCO",
  "max_force_ev_per_a": 1.9,
  "total_charge": 0,
  "homo_energy_ev": -8.358,
  "energy_ha": -328.26582,
  "homo_lumo_gap_ha": 0.3461,
  "mol_weight_g_mol": 103.16,
  "multiplicity": 1,
  "symbols": ["C", "H", "H", "H", "O", "C", "H", "H", "C", "H", "H", "H", "H", "C", "N", "H", "C", "H", "H", "H"],
  "xyz": [[1.18, -0.48, 0.10], [-0.12, 0.68, -1.36], [1.00, -1.47, 0.52], [-4.32, 0.15, 0.29], [-3.58, -0.23, -0.20], [-0.03, -0.26, -0.82], [1.29, 1.58, 0.76], [3.30, -0.23, -0.21], [-2.39, 0.50, 0.13], [0.38, 0.63, 1.85], [2.17, 0.52, 1.74], [-1.31, -1.14, 0.52], [-2.53, 0.83, 1.17], [1.24, 0.56, 1.18], [-1.29, -0.32, -0.08], [2.39, 0.34, -1.53], [2.42, -0.47, -0.81], [0.00, -1.11, -1.51], [2.51, -1.46, -1.25], [-2.32, 1.40, -0.49]],
  "lowdin_charge": [-0.4301, 0.1266, 0.1304, 0.0705, -0.0707, -0.2002, 0.0851, 0.0732, -0.3253, 0.0698, 0.0739, 0.1223, 0.1108, -0.0907, -0.0589, 0.0789, -0.0744, 0.1124, 0.0761, 0.1204]
}


No. 4
{
  "formula": "C5H13NO",
  "method": "ωB97M-V with the def2-TZVPD basis set",
  "de_lowest_kcal_mol": 51.99,
  "smiles": "C[C@@H](N)CCCO",
  "max_force_ev_per_a": 5.0,
  "total_charge": 0,
  "homo_energy_ev": -9.342,
  "energy_ha": -328.23599,
  "homo_lumo_gap_ha": 0.3777,
  "mol_weight_g_mol": 103.16,
  "multiplicity": 1,
  "symbols": ["H", "C", "H", "C", "H", "H", "C", "H", "H", "N", "H", "H", "O", "H", "H", "H", "C", "H", "H", "C"],
  "xyz": [[-3.11, 0.07, -1.14], [-1.22, -0.26, -0.16], [1.71, 1.40, 0.83], [-0.03, 0.86, -0.21], [-0.55, 1.89, -0.14], [0.44, 1.01, -1.28], [-2.10, -0.48, 1.00], [0.54, 0.52, 1.96], [2.51, 0.57, -0.74], [-2.09, 0.13, -1.35], [-2.00, 1.12, -1.49], [-1.56, -0.60, 1.97], [2.75, -0.30, -0.64], [-0.79, -1.16, -0.35], [1.29, -1.55, 0.07], [-2.74, 0.37, 1.13], [1.01, 0.58, 0.84], [-2.70, -1.35, 0.88], [2.59, -0.93, 1.30], [1.85, -0.67, 0.47]],
  "lowdin_charge": [0.0718, -0.4055, 0.0926, -0.1695, 0.1239, 0.1423, -0.0825, 0.1603, 0.0028, 0.0097, 0.0318, 0.0860, -0.0812, 0.0670, 0.1165, 0.0730, -0.2217, 0.0708, 0.1283, -0.2164]
}